Molecular formula: C13H9ClN4O7SSe3SnTe2
Method: DFT, ωB97M-V/def2-TZVPD

Geometry (Å):
Sn1 0.0026 -0.1185 0.2027
Se1 5.2485 3.7247 4.1717
N1 5.1081 1.9936 3.7734
C1 3.8591 1.7758 3.4708
C2 3.3312 0.4740 3.0930
C3 4.1446 -0.6471 2.9585
C4 3.5916 -1.8410 2.5454
C5 2.2311 -1.8757 2.2476
N2 1.4426 -0.8221 2.3738
C6 1.9642 0.3354 2.8123
C7 1.0659 1.5003 2.8755
N3 -0.2072 1.3159 2.4998
C8 -1.0261 2.3533 2.4742
C9 -0.6290 3.6407 2.8257
C10 0.6867 3.8468 3.1844
C11 1.5655 2.7691 3.2063
C12 2.9761 2.9234 3.5276
N4 3.5224 4.0547 3.8758
H1 5.2021 -0.5474 3.1675
H2 4.1910 -2.7332 2.4252
H3 1.7570 -2.7790 1.8781
H4 -2.0392 2.1509 2.1433
H5 -1.3432 4.4521 2.7909
H6 1.0657 4.8294 3.4347
O1 -1.6510 -1.9556 3.2191
Cl1 -2.1392 -2.1776 1.8774
O2 -3.2400 -3.1024 1.8900
O3 -1.0543 -2.7031 1.0513
O4 -2.5656 -0.9077 1.2983
Se2 -1.1953 -1.0592 -4.7130
Te1 -2.4659 -2.5202 -6.6279
Te2 -0.5136 -0.8107 -7.3608
Se3 -0.9839 -0.3722 -2.1861
C13 2.8123 2.2215 -2.1986
S1 2.4807 1.8327 -0.5046
O5 3.4780 2.5119 0.3119
O6 2.5597 0.3599 -0.4260
O7 1.1058 2.2977 -0.2473
H7 3.7120 1.6863 -2.4939
H8 2.9463 3.2969 -2.2889
H9 1.9582 1.8776 -2.7807

Results
HOMO-LUMO gap, eV: 4.63
Total charge: -2
Energy relative to the best compared isomer or geometry (same formula, charge and spin), kJ/mol: 99.5
F_max, eV Å⁻¹: 1.70
Calculated total energy, a.u.: -10059.41303
HOMO level, Eh: -0.0537
Spin multiplicity: 1

Molecular formula: C39H85N7O7
Method: DFT, ωB97M-V/def2-TZVPD

Geometry (Å):
C1 2.1537 3.3777 -3.9634
O1 1.7712 2.2173 -3.9728
N1 2.0277 4.1648 -2.8717
C2 2.5750 5.5036 -2.8940
C3 1.2738 3.7745 -1.7093
H1 2.6706 3.9251 -4.7641
H2 3.5417 5.5009 -3.4043
H3 2.7657 5.7893 -1.8583
H4 1.9945 6.2877 -3.3911
H5 1.9197 3.6605 -0.8374
H6 0.4761 4.5074 -1.5486
H7 0.6880 2.8670 -1.8510
C4 3.5628 0.3889 -1.5630
O2 3.6262 -0.0362 -0.4171
N2 4.1039 -0.3128 -2.5858
C5 3.7702 -0.2664 -4.0005
C6 4.8784 -1.5016 -2.2496
H8 3.1158 1.3351 -1.8936
H9 3.2113 0.6347 -4.2444
H10 3.2428 -1.1879 -4.2443
H11 4.6888 -0.2211 -4.5908
H12 4.3025 -2.4225 -2.3397
H13 5.7820 -1.5074 -2.8654
H14 5.3275 -1.5180 -1.2580
C7 -0.2088 0.8450 0.0055
O3 -1.1588 1.4970 -0.4059
N3 0.0379 0.6976 1.3231
C8 1.0116 -0.2334 1.8303
C9 -0.6490 1.5546 2.2577
H15 0.5472 0.3182 -0.5927
H16 0.5036 -0.9236 2.5036
H17 1.8565 0.2255 2.3557
H18 1.6216 -0.6871 1.0455
H19 -1.5635 1.9868 1.8614
H20 -0.9038 1.0271 3.1769
H21 -0.0864 2.4634 2.4885
C10 2.4752 6.1705 1.2814
O4 3.0172 5.1827 0.8287
N4 1.2014 6.2783 1.6952
C11 0.6791 7.4419 2.3703
C12 0.3492 5.0848 1.6875
H22 3.0129 7.1305 1.4022
H23 1.4169 8.2418 2.4040
H24 0.3890 7.1387 3.3794
H25 -0.2102 7.8814 1.9122
H26 0.5417 4.4873 0.8029
H27 0.3939 4.4725 2.5855
H28 -0.6659 5.4769 1.6056
C13 2.6523 0.1559 5.1511
C14 2.4668 -0.5579 6.4873
C15 1.0479 -1.2750 6.5976
C16 0.9845 -2.5599 7.4387
C17 2.1106 -3.4767 7.0036
C18 3.5060 -2.9197 7.2150
N5 3.5146 -1.6446 6.5343
O5 4.7957 -1.1314 6.1859
C19 3.9881 -2.7795 8.6814
C20 4.4583 -3.8738 6.4758
C21 2.5606 0.3835 7.6765
H29 3.6148 0.6559 5.0946
H30 1.9244 0.9754 5.2282
H31 2.3997 -0.4103 4.2616
H32 0.4156 -0.5635 7.1379
H33 0.5577 -1.3367 5.6235
H34 0.0852 -3.1148 7.1487
H35 0.8250 -2.3350 8.4921
H36 1.9533 -3.7717 5.9685
H37 2.0001 -4.3383 7.6755
H38 3.4447 -2.0393 9.2655
H39 3.8850 -3.7115 9.2498
H40 5.0594 -2.5904 8.6334
H41 5.4774 -3.7324 6.8388
H42 4.2062 -4.9179 6.6606
H43 4.4359 -3.6394 5.4127
H44 1.6384 0.7831 8.0943
H45 3.1818 1.2617 7.4574
H46 3.1270 -0.0716 8.4909
H47 4.8214 -1.2990 5.2368
C22 -5.9163 0.8815 -2.3165
C23 -4.9127 0.1743 -1.3703
C24 -4.7333 1.1162 -0.1657
C25 -4.0844 0.4234 1.0421
C26 -4.9784 -0.7757 1.4039
C27 -5.2184 -1.8036 0.2536
N6 -5.5655 -1.0835 -0.9611
O6 -5.7598 -1.9572 -2.0516
C28 -3.9360 -2.6376 0.1213
C29 -6.4097 -2.5940 0.6792
C30 -3.5817 -0.0294 -2.0512
H48 -5.4360 1.7555 -2.7712
H49 -6.7580 1.2569 -1.7363
H50 -6.2678 0.3394 -3.1968
H51 -4.0277 1.8658 -0.5273
H52 -5.6746 1.5099 0.2183
H53 -4.1817 1.0776 1.9127
H54 -3.0355 0.1916 0.8712
H55 -5.9104 -0.3583 1.7936
H56 -4.5520 -1.3194 2.2521
H57 -3.9969 -3.2264 -0.7978
H58 -3.0157 -2.0585 0.0805
H59 -3.8660 -3.3438 0.9518
H60 -7.3441 -2.0768 0.8950
H61 -6.6478 -3.3241 -0.1055
H62 -6.2458 -3.2134 1.5691
H63 -2.8208 -0.6313 -1.5581
H64 -3.1817 0.9230 -2.4034
H65 -3.7123 -0.5966 -2.9836
H66 -6.5354 -1.6047 -2.5009
C31 0.8102 -2.9762 -6.5842
C32 -0.3923 -3.0022 -5.6234
C33 0.1167 -2.6349 -4.2377
C34 0.3502 -1.1461 -4.0259
C35 -0.9484 -0.4380 -4.3494
C36 -1.4933 -0.6983 -5.7602
N7 -1.5152 -2.1400 -6.0131
O7 -2.0916 -2.4921 -7.2611
C37 -2.9016 -0.1353 -5.8860
C38 -0.5803 0.0119 -6.8162
C39 -0.9066 -4.4476 -5.6233
H67 1.2720 -2.0030 -6.7378
H68 1.5315 -3.7586 -6.3355
H69 0.5137 -3.3090 -7.5883
H70 -0.6855 -2.9076 -3.5406
H71 1.0158 -3.1967 -3.9823
H72 0.6006 -0.8694 -2.9977
H73 1.1484 -0.6837 -4.6096
H74 -0.9290 0.6309 -4.1215
H75 -1.6977 -0.7982 -3.6312
H76 -3.2800 0.0259 -6.8977
H77 -3.0318 0.8063 -5.3509
H78 -3.5963 -0.8762 -5.4720
H79 -1.0096 1.0020 -6.9533
H80 -0.6121 -0.5558 -7.7467
H81 0.4562 -0.0396 -6.4896
H82 -1.8897 -4.4930 -5.1533
H83 -0.9248 -4.7490 -6.6687
H84 -0.2695 -5.1122 -5.0380
H85 -2.9709 -2.7394 -6.9557

Results
Structure (SMILES): CC1(C)CCCC(C)(C)N1O.CC1(C)CCCC(C)(C)N1O.CC1(C)CCCC(C)(C)N1O.CN(C)C=O.CN(C)C=O.CN(C)C=O.CN(C)C=O
HOMO-LUMO gap, eV: 8.26
Energy relative to the best compared isomer or geometry (same formula, charge and spin), kJ/mol: 0.0
F_max, eV Å⁻¹: 2.73
Calculated total energy, a.u.: -2446.76337
HOMO level, Eh: -0.2872
Spin multiplicity: 1

Molecular formula: C52H65N13
Method: DFT, ωB97M-V/def2-TZVPD

Geometry (Å):
N1 -1.4659 -5.2599 2.4612
C1 -0.6119 -6.1209 2.9712
C2 0.7021 -5.6269 2.9872
C3 0.4601 -4.2099 2.4992
C4 -0.8519 -4.0759 2.1642
H1 -2.4769 -5.4079 2.1072
H2 -0.8009 -7.1789 3.1602
H3 1.8321 -6.2659 3.3132
H4 1.1031 -3.3989 2.2402
H5 -1.3409 -3.2509 1.9452
N2 -2.7989 3.7861 4.7592
C5 -3.3139 3.9181 3.4652
C6 -3.4019 2.6881 2.9722
C7 -2.9129 1.7981 4.0172
C8 -2.5109 2.4761 5.0892
H6 -2.5999 4.6151 5.3042
H7 -3.5919 5.0561 3.2942
H8 -4.1449 2.2631 2.0222
H9 -2.7419 0.7631 3.7982
H10 -2.2029 2.1721 6.0132
N3 2.0771 -0.0019 -5.8498
C9 2.5431 -0.5939 -4.6948
C10 1.3791 -1.2129 -4.1128
C11 0.1981 -0.7969 -4.8438
C12 0.6571 -0.0459 -5.9288
H11 2.7111 0.6641 -6.4908
H12 3.6771 -0.6029 -4.3298
H13 1.5681 -1.7949 -3.2408
H14 -0.8589 -0.9669 -4.5148
H15 -0.0239 0.3991 -6.6098
N4 1.4131 2.2251 -4.2388
C13 1.2991 3.4911 -4.7908
C14 1.2291 4.4611 -3.8008
C15 1.0951 3.6201 -2.5018
C16 1.2511 2.2971 -2.8548
H16 1.6411 1.3951 -4.6318
H17 1.2981 3.7111 -5.8378
H18 1.2191 5.5791 -3.8118
H19 0.7941 4.0881 -1.5588
H20 1.3881 1.2961 -2.3038
N5 -4.9509 -1.3839 1.7222
C17 -3.5089 -1.5799 2.0702
C18 -3.5779 -2.0789 3.4022
C19 -5.0809 -2.2189 3.8152
C20 -5.7949 -1.8079 2.7472
H21 -5.2229 -1.2339 0.6632
H22 -2.8129 -1.3689 1.3092
H23 -2.7779 -2.2719 3.9572
H24 -5.5349 -2.4799 4.8662
H25 -6.8049 -1.7759 2.6642
N6 -2.7789 4.1351 -1.8748
C21 -3.8449 4.9121 -2.0738
C22 -3.9179 5.7751 -0.9588
C23 -2.7209 5.4491 -0.0158
C24 -2.0619 4.4171 -0.7328
H26 -2.7009 3.2971 -2.4718
H27 -4.5089 4.7751 -2.8758
H28 -4.7969 6.5631 -0.7868
H29 -2.7569 6.0661 0.9572
H30 -1.0559 4.0691 -0.2968
N7 -1.5259 2.3331 -4.4218
C25 -2.5139 2.9691 -5.1388
C26 -3.7629 2.4001 -4.9948
C27 -3.4629 1.2731 -4.0438
C28 -2.1109 1.3591 -3.6608
H31 -0.5279 2.7201 -4.3448
H32 -2.1649 3.9321 -5.7888
H33 -4.7129 2.6761 -5.5278
H34 -4.2669 0.6661 -3.7158
H35 -1.6389 0.7641 -2.9688
N8 0.2981 -0.7699 1.1172
C29 0.5531 -1.3969 -0.1318
C30 -0.2189 -0.8349 -0.9828
C31 -0.9219 0.3631 -0.4388
C32 -0.5859 0.3161 0.9382
H36 0.8171 -0.7069 2.0442
H37 1.3841 -2.1439 -0.0958
H38 -0.2859 -0.9199 -2.1418
H39 -1.5509 1.1011 -0.8018
H40 -0.9139 0.7941 1.7402
N9 -1.6859 -5.9979 -2.9428
C33 -1.7859 -5.2519 -4.1558
C34 -2.0059 -3.9789 -3.7648
C35 -1.7899 -3.9249 -2.2278
C36 -1.5589 -5.2049 -1.8638
H41 -1.4259 -7.0319 -2.7978
H42 -1.6419 -5.6699 -5.0888
H43 -2.2489 -3.2439 -4.2528
H44 -1.7099 -3.0879 -1.7618
H45 -1.4639 -5.7279 -0.8998
N10 5.6101 -2.9389 2.9572
C37 5.1931 -4.0539 3.6232
C38 4.1051 -4.6329 3.0432
C39 3.9011 -3.7429 1.8242
C40 4.7141 -2.6349 1.9162
H46 6.1751 -2.2169 3.1772
H47 5.7561 -4.3999 4.5992
H48 3.7341 -5.5169 3.4502
H49 3.2971 -3.8779 0.9282
H50 4.6511 -1.6849 1.3102
N11 -0.1359 3.9081 3.4362
C41 -0.1269 3.6991 1.9722
C42 1.0681 4.2601 1.5552
C43 1.8331 4.6191 2.8022
C44 1.0911 4.3891 3.8832
H51 -0.9469 3.8061 4.0722
H52 -1.0609 3.3291 1.4362
H53 1.5131 4.4241 0.6182
H54 2.8251 5.0871 2.6972
H55 1.3021 4.4501 4.9432
N12 5.5671 0.4101 -0.7858
C45 4.4191 -0.4709 -1.1828
C46 4.9461 -1.4119 -2.0718
C47 6.3711 -1.2069 -2.1388
C48 6.6411 -0.0699 -1.4188
H56 5.5551 1.1931 -0.0708
H57 3.5281 -0.2669 -0.8248
H58 4.3751 -2.3729 -2.2538
H59 7.0381 -1.5829 -2.8028
H60 7.5811 0.5061 -1.2978
N13 2.3441 -1.5909 3.5362
C49 1.1751 -1.4729 4.2112
C50 0.8881 -0.1719 4.2152
C51 2.0351 0.5791 3.5972
C52 2.9031 -0.3619 3.1062
H61 2.9511 -2.3739 3.5752
H62 0.5861 -2.4319 4.6652
H63 0.2701 0.5031 4.6862
H64 2.3311 1.5331 3.6782
H65 3.7531 -0.1909 2.7292

Results
HOMO-LUMO gap, eV: 8.25
Energy relative to the best compared isomer or geometry (same formula, charge and spin), kJ/mol: 1434.6
F_max, eV Å⁻¹: 11.17
Calculated total energy, a.u.: -2731.63690
HOMO level, Eh: -0.2859
Spin multiplicity: 1

The lowest calculated total energy belongs to which entry?
C13H9ClN4O7SSe3SnTe2